# 1
DFT (wB97M-V/def2-TZVPD) results for an isolated ion of composition CHF3NO4S2 and charge -1 in a non-equilibrium geometry.

Geometry as XYZ:
```
12
Properties=species:S:1:pos:R:3:forces:R:3:lowdin_charge:R:1
H 1.875 -1.090 1.199 2.2 -0.6 -3.2 0.136
N 0.810 0.254 0.525 -0.6 0.0 -1.3 -0.438
S 2.016 -0.108 -0.686 0.4 2.0 2.3 0.781
O 3.016 0.991 -0.549 -1.1 -1.5 -0.7 -0.514
O 2.510 -1.304 0.304 -1.8 0.1 2.8 -0.436
S -0.547 0.914 0.063 0.4 1.7 0.0 0.529
O -0.488 1.514 -1.278 -0.2 -0.8 1.3 -0.363
O -1.128 1.707 1.151 0.4 -1.1 -1.2 -0.343
C -1.786 -0.468 -0.143 0.9 1.1 0.2 -0.718
F -1.380 -1.316 -1.080 0.0 -0.5 -0.3 0.120
F -1.935 -1.129 0.998 -0.2 -0.4 0.4 0.122
F -2.961 0.036 -0.503 -0.5 0.0 -0.1 0.124
```
Forces are in eV/Å.

Summary:
total charge = -1
HOMO energy = -5.872 eV
2S+1 = 1
HOMO-LUMO gap = 9.47 eV
E = -40557.0598 eV

---

# 2
DFT (wB97M-V/def2-TZVPD) results for a 2-piece molecular cluster, C2H6O2 overall in a non-equilibrium geometry.

Geometry as XYZ:
```
10
Properties=species:S:1:pos:R:3:forces:R:3:lowdin_charge:R:1
C -0.379 -0.208 -1.712 0.4 0.3 1.9 0.040
C -0.162 -0.098 0.884 -0.2 -0.6 -2.2 -0.319
O -0.251 1.218 1.191 0.2 0.2 0.1 0.008
O 0.970 -0.780 1.207 0.0 0.4 0.4 0.013
H 0.011 -1.194 -1.854 0.1 -0.4 -0.1 -0.021
H -1.431 -0.050 -1.798 -0.5 0.0 -0.1 -0.026
H 0.262 0.620 -1.949 0.1 0.2 -0.1 -0.022
H -1.050 -0.696 1.042 0.0 0.0 0.2 0.112
H 0.278 1.433 1.972 0.0 -0.1 0.0 0.106
H 1.752 -0.244 1.016 -0.1 0.0 -0.2 0.109
```
Forces are in eV/Å.

Summary:
HOMO energy (alpha / beta) = -7.895 / -7.328 eV
2S+1 = 1
HOMO-LUMO gap (alpha / beta) = 8.43 / 7.92 eV
E = -6262.5454 eV